Entry 1:
Computed, not measured: 2 unconnected molecules or ions with the total composition FN2O3S, with the ωB97M-V functional and the def2-TZVPD basis.

Results
2S+1   1
Largest force on an atom   3.1 eV Å⁻¹
ΔE to the lowest compared entry with this formula, charge and spin   116.9 kJ/mol
Kohn-Sham gap   7.8 eV
E_HOMO   -4.66 eV
Net charge   -1
M   127.1 g mol⁻¹

CARTESIAN COORDINATES (ANGSTROEM)
N1 1.7066 -0.3157 0.3756
N2 -1.8699 0.2297 -0.0574
O1 2.5027 0.1763 1.1171
O2 -2.6725 1.1187 0.2211
O3 -2.2033 -0.8436 -0.5386
F1 2.3736 0.0322 -1.2143
S1 0.1628 -0.3976 0.0964

***

Entry 2:
Computed, not measured: a molecular structure, CH9O7, with the ωB97M-V functional and the def2-TZVPD basis.

Results
2S+1   1
Largest force on an atom   13.1 eV Å⁻¹
ΔE to the lowest compared entry with this formula, charge and spin   732.9 kJ/mol
Kohn-Sham gap   8.8 eV
E_HOMO   -5.21 eV
Net charge   -1
M   133.1 g mol⁻¹

CARTESIAN COORDINATES (ANGSTROEM)
O1 -1.0205 1.5389 0.9379
C1 0.2328 1.4042 0.5925
O2 0.6336 0.2334 0.3301
O3 0.7723 2.3762 0.0954
H1 -1.0074 0.5822 1.0161
O4 1.5318 0.0965 -1.4599
H2 0.7036 -0.2938 -1.1807
H3 2.0224 -0.6304 -1.8435
O5 1.5163 -1.2521 1.1896
H4 1.1949 -2.0443 0.7589
H5 0.8771 -0.5778 0.9597
O6 -0.4813 -1.0173 -0.7631
H6 -0.1441 -0.2730 -0.2644
H7 0.1820 -1.6989 -0.6549
O7 -2.3649 0.2289 -0.1649
H8 -2.8021 0.2966 0.6839
H9 -1.8466 1.0308 -0.2327

***

Entry 3:
Computed, not measured: a molecular structure, C2H2FO3V, with the ωB97M-V functional and the def2-TZVPD basis.

Results
2S+1   5
Largest force on an atom   4.8 eV Å⁻¹
Kohn-Sham gap (spin up / spin down)   6.6 / 10.0 eV
E_HOMO (spin up / spin down)   -17.63 / -20.54 eV
Net charge   +2
M   144.0 g mol⁻¹

CARTESIAN COORDINATES (ANGSTROEM)
H1 0.1797 -2.4151 0.1677
O1 0.6065 -1.7003 -0.3322
V1 2.0443 1.6458 -0.2432
O2 2.1472 -0.1341 -0.1322
C1 1.6046 -1.1525 0.2558
O3 2.6448 -2.4805 1.1743
C2 2.3789 -3.6803 1.4539
F1 3.1889 -4.6038 0.9624
H2 1.3574 -4.0550 1.6042

***

Entry 4:
Computed, not measured: a molecular structure, Cl2O5S2, with the ωB97M-V functional and the def2-TZVPD basis.

Results
2S+1   3
Largest force on an atom   6.8 eV Å⁻¹
Kohn-Sham gap (spin up / spin down)   6.9 / 6.7 eV
E_HOMO (spin up / spin down)   -6.92 / -12.03 eV
M   215.0 g mol⁻¹

CARTESIAN COORDINATES (ANGSTROEM)
O1 0.2149 -0.1766 -1.0086
O2 1.7997 1.7088 -0.7184
O3 -2.1011 -1.1502 -0.9983
O4 -0.9064 -1.3300 1.0895
O5 0.4352 0.7290 1.1149
S1 1.2530 0.6096 -0.0504
S2 -1.1348 -0.6484 -0.1025
Cl1 2.4618 -0.8521 0.3155
Cl2 -2.0224 1.1098 0.3583

***

Entry 5:
Computed, not measured: a gas-phase ion, C6H14N3O (charge +1), with the ωB97M-V functional and the def2-TZVPD basis.

Results
2S+1   1
Largest force on an atom   4.2 eV Å⁻¹
ΔE to the lowest compared entry with this formula, charge and spin   460.0 kJ/mol
Kohn-Sham gap   9.3 eV
E_HOMO   -13.36 eV
Net charge   +1
M   144.2 g mol⁻¹

CARTESIAN COORDINATES (ANGSTROEM)
C1 -0.5472 2.7605 -1.9388
C2 0.2548 1.5056 -1.5653
C3 -0.6867 0.5232 -0.9870
C4 -1.3250 -0.2767 -2.1397
N1 -0.1171 -0.5464 -0.2818
N2 -0.5261 -1.0719 0.6899
C5 -0.1635 -2.0560 1.4786
N3 0.7195 -1.9628 2.4071
C6 1.5768 -0.7776 2.5201
O1 0.5796 -2.7381 3.5135
H1 0.0873 3.7382 -1.7750
H2 -1.3703 2.8457 -1.2770
H3 -0.8766 2.8253 -3.0280
H4 0.8696 1.0515 -2.3927
H5 0.9389 1.8889 -0.7459
H6 -1.4512 1.0917 -0.4265
H7 -1.1751 0.4667 -2.8676
H8 -2.3728 -0.4323 -1.8526
H9 -0.8115 -1.2881 -2.1499
H10 -0.7947 -2.8978 1.3603
H11 2.6082 -1.0532 2.8814
H12 1.7589 -0.4128 1.4289
H13 1.3077 -0.1468 3.3160
H14 1.5166 -3.0368 3.8321

***

Entry 6:
Computed, not measured: 5 unconnected molecules or ions with the total composition C16H29FO8S2, with the ωB97M-V functional and the def2-TZVPD basis.

Results
2S+1   1
Largest force on an atom   2.2 eV Å⁻¹
ΔE to the lowest compared entry with this formula, charge and spin   69.8 kJ/mol
Kohn-Sham gap   9.2 eV
E_HOMO   -8.74 eV
M   432.5 g mol⁻¹

CARTESIAN COORDINATES (ANGSTROEM)
F1 1.3603 6.2526 -1.7672
C1 0.6891 5.3093 -1.1025
C2 1.1012 4.9049 0.1371
C3 0.5728 3.7779 0.7482
C4 -0.5666 3.2031 0.1756
C5 -0.9721 3.5634 -1.1014
C6 -0.3147 4.5935 -1.7665
H1 1.9268 5.4799 0.5475
H2 0.9911 3.2805 1.6112
H3 -1.1217 2.4419 0.7079
H4 -1.7478 2.9562 -1.5476
H5 -0.5066 4.6576 -2.8306
C7 -2.5813 2.1205 3.8689
S1 -3.4790 3.3641 2.9207
O1 -4.9548 3.0491 2.8604
C8 -3.3278 4.7146 4.0933
H6 -1.6675 2.4676 4.3479
H7 -2.4396 1.1805 3.3396
H8 -3.2254 1.8448 4.7155
H9 -3.8948 4.5191 5.0034
H10 -3.6455 5.6072 3.5610
H11 -2.2995 4.8770 4.4247
C9 3.9190 -5.6915 2.9984
S2 2.7427 -4.2903 3.0427
O2 3.2781 -3.2317 3.9593
C10 2.9896 -3.7908 1.2866
H12 3.9568 -6.1590 3.9759
H13 4.8817 -5.2054 2.8225
H14 3.6258 -6.3033 2.1513
H15 4.0026 -3.3949 1.1678
H16 2.3229 -2.9950 0.9724
H17 2.9213 -4.7210 0.7260
C11 -0.1381 -1.5702 -8.1114
O3 0.2467 -1.4091 -6.7445
C12 -0.6020 -1.9222 -5.8705
O4 -1.6599 -2.4255 -6.1385
O5 -0.1007 -1.8212 -4.6507
C13 -0.7137 -2.6136 -3.6442
H18 -0.9979 -0.9445 -8.3346
H19 -0.2638 -2.6259 -8.3241
H20 0.6738 -1.1780 -8.7200
H21 -0.5651 -3.6545 -3.9332
H22 -1.7331 -2.3675 -3.3613
H23 -0.0996 -2.4993 -2.7526
C14 0.3463 -0.3711 -1.0003
O6 0.4051 -1.3907 -0.0051
C15 -0.0208 -1.0728 1.2194
O7 -0.4502 0.0158 1.5344
O8 0.0120 -2.1402 1.9772
C16 0.0130 -2.0205 3.4148
H24 0.9861 0.4537 -0.6846
H25 -0.7019 -0.1228 -1.1569
H26 0.7846 -0.7280 -1.9289
H27 0.0868 -3.0331 3.7896
H28 -0.9190 -1.5278 3.6898
H29 0.8741 -1.4135 3.6862